No. 1
Below is 2 unconnected molecules or ions with the total composition C4H14NO2, with properties calculated with wB97M-V/def2-TZVPD.

Values from the calculation:
energy above the lowest of the compared OMol25 structures with the same formula, charge and spin	49.1	kcal per mole
Kohn-Sham gap	12.13	eV
charge	+1
HOMO level	-15.08	eV

```
21
Properties=species:S:1:pos:R:3:forces:R:3:mulliken_charge:R:1
O -0.127898 0.441389 2.302958 1.3 -0.4 1.5 -0.60
O -1.776007 -2.885517 -1.664861 1.3 1.4 0.6 -0.65
N -1.088385 -0.639899 0.109520 3.0 2.6 -0.3 -0.29
C 0.725147 2.241267 0.601248 -3.9 -2.0 -1.2 -1.33
C 0.761616 0.786977 1.253952 0.6 1.2 -1.8 0.28
C 0.556580 -0.258296 0.154408 -2.1 0.1 -1.8 -0.11
C 0.908679 0.221524 -1.234871 0.7 0.4 -0.7 -1.26
H -1.476417 0.279598 0.023512 -0.8 0.6 -0.1 0.37
H -1.029290 -0.817056 1.080717 -1.5 -1.3 1.5 0.38
H 1.787792 0.837764 1.595027 0.4 -1.0 0.2 0.40
H -2.694243 -2.808058 -1.774997 -2.1 0.3 -0.3 0.30
H -1.428328 -1.238537 -0.642263 0.4 -1.0 0.4 0.28
H 1.955574 0.523914 -1.085207 0.0 -0.1 -0.7 0.39
H -0.280647 2.390391 0.024112 1.7 -0.1 1.0 0.28
H -1.629033 -3.794865 -1.822750 0.7 -1.6 -0.2 0.30
H 0.429812 -0.012882 3.018246 -1.4 1.1 -1.3 0.38
H 0.870136 -0.616283 -1.946822 0.1 0.4 0.1 0.41
H 1.512908 2.512382 -0.077147 0.5 -0.6 -0.2 0.37
H 0.725982 2.921912 1.360566 0.0 1.9 2.2 0.43
H 0.378830 1.149773 -1.692658 0.6 -1.8 1.2 0.30
H 0.917202 -1.235497 0.417318 0.6 -0.3 -0.1 0.37
```
Forces are in eV/Å.


No. 2
Below is 2 unconnected molecules or ions with the total composition C5H5N, with properties calculated with wB97M-V/def2-TZVPD.

Values from the calculation:
energy above the lowest of the compared OMol25 structures with the same formula, charge and spin	89.9	kcal per mole
Kohn-Sham gap	8.86	eV
SMILES	C=C=C=CC#N.[H][H]
charge	0
HOMO level	-9.71	eV

```
11
Properties=species:S:1:pos:R:3:forces:R:3:mulliken_charge:R:1
N -2.380822 1.665265 1.708802 1.0 0.0 -0.5 -0.40
C 0.147103 0.657835 -0.440082 0.0 -0.1 -0.1 0.74
C -0.115105 1.599158 0.447578 0.1 -0.1 -0.1 -0.95
C 0.385163 -0.273202 -1.270718 0.0 0.1 0.1 0.61
C 0.623365 -1.260106 -2.102369 0.0 0.1 0.1 -1.16
C -1.371638 1.633012 1.140222 -0.9 0.0 0.5 0.33
H -0.134715 -2.017022 -2.290902 0.1 0.1 0.0 0.26
H -0.676539 -1.416454 1.635334 0.0 -0.1 0.0 0.00
H 1.575989 -1.342605 -2.620960 -0.2 0.0 0.1 0.25
H 0.612407 2.368087 0.701408 -0.1 -0.1 -0.1 0.32
H -0.177062 -1.813425 1.253036 -0.1 0.0 0.1 0.00
```
Forces are in eV/Å.